Entry 1:
This record from OMol25 describes the molecule C19H24N4O3. The level of theory is ωB97M-V/def2-TZVPD.

Last column: Löwdin charge in e.
CARTESIAN COORDINATES (ANGSTROEM)
C 5.2971 3.3749 1.0933  -0.106
C 4.1490 2.4985 1.3092  -0.078
C 3.2066 1.7793 1.4903  -0.036
C 2.0526 0.9022 1.6808  -0.154
C 2.0233 -0.2162 0.6290  -0.207
N 1.9336 0.3247 -0.7137  0.137
C 0.7464 0.5586 -1.3056  -0.391
O -0.3207 0.5416 -0.6897  0.047
C 0.8067 0.8568 -2.7385  -0.151
N 1.9756 0.8870 -3.4444  0.129
C 1.6592 1.1667 -4.6785  -0.127
N 0.3047 1.3215 -4.8219  0.006
C -0.4505 1.6120 -5.9365  -0.041
C -1.7885 1.7051 -5.8141  -0.063
C -2.4157 1.5033 -4.5426  -0.063
C -1.6759 1.2182 -3.4440  0.017
C -0.2644 1.1220 -3.5722  -0.116
C 0.9729 -1.3245 0.8262  -0.457
O 1.0026 -2.3019 0.1030  0.081
N 0.1100 -1.1830 1.8590  0.114
C -1.0505 -2.0641 1.9886  -0.290
C -2.0395 -1.7890 0.8547  -0.208
O -2.4918 -0.4464 0.8732  -0.060
C -1.6461 -1.8558 3.3755  -0.179
C -2.8190 -2.7734 3.6969  -0.264
C -3.2705 -2.6320 5.1452  -0.116
H 6.2304 2.8154 1.1570  0.075
H 5.2471 3.8419 0.1097  0.076
H 5.3249 4.1658 1.8429  0.076
H 2.0900 0.4605 2.6795  0.124
H 1.1343 1.4921 1.6072  0.124
H 2.9768 -0.7443 0.6816  0.161
H 2.7395 0.2925 -1.3174  0.138
H 2.3382 1.2697 -5.5088  0.127
H 0.0912 1.7485 -6.8605  0.127
H -2.3810 1.9321 -6.6880  0.105
H -3.4914 1.5789 -4.4668  0.106
H -2.1132 1.0569 -2.4704  0.115
H -0.0160 -0.2527 2.2246  0.126
H -0.6902 -3.0905 1.8853  0.153
H -1.5576 -2.0258 -0.0962  0.118
H -2.9112 -2.4364 0.9619  0.114
H -1.8482 0.0679 0.3654  0.041
H -0.8528 -2.0105 4.1136  0.120
H -1.9711 -0.8137 3.4652  0.120
H -3.6573 -2.5472 3.0345  0.104
H -2.5351 -3.8119 3.4982  0.114
H -4.1182 -3.2816 5.3655  0.068
H -2.4633 -2.8891 5.8341  0.071
H -3.5731 -1.6047 5.3586  0.074

Atomic forces in eV per Å
C -0.0022 0.0053 -0.0008
C 0.0297 -0.0298 -0.0014
C -0.0406 0.0448 0.0039
C -0.1316 -0.0232 0.0105
C 0.1926 0.0948 0.0162
N -0.0559 -0.2564 -0.0944
C -0.0023 0.1360 0.0665
O -0.0101 0.0051 0.0058
C 0.0059 -0.0051 0.0012
N -0.0040 0.0138 0.0074
C 0.0036 -0.0034 -0.0053
N 0.0008 -0.0034 -0.0050
C 0.0066 -0.0019 -0.0050
C -0.0111 0.0002 0.0072
C -0.0004 0.0011 -0.0067
C -0.0047 0.0027 0.0020
C -0.0057 0.0139 -0.0011
C 0.0243 -0.0052 0.0300
O -0.0091 0.0067 -0.0099
N -0.0104 -0.0068 -0.0202
C 0.0137 0.0062 0.0061
C 0.0044 -0.0022 -0.0001
O -0.0085 0.0069 0.0072
C -0.0027 -0.0043 0.0062
C 0.0010 -0.0024 0.0030
C -0.0018 0.0013 -0.0003
H -0.0001 -0.0004 0.0000
H 0.0003 -0.0005 -0.0002
H -0.0008 -0.0001 0.0002
H 0.0032 -0.0015 -0.0024
H 0.0005 0.0048 0.0011
H -0.0014 -0.0049 -0.0009
H 0.0005 0.0049 -0.0040
H 0.0002 -0.0013 0.0000
H 0.0026 -0.0004 0.0012
H -0.0026 -0.0001 0.0007
H -0.0010 0.0016 -0.0062
H 0.0104 -0.0032 0.0043
H -0.0089 -0.0007 0.0009
H -0.0034 0.0010 0.0000
H 0.0002 0.0001 -0.0043
H 0.0022 -0.0054 -0.0029
H 0.0188 0.0125 -0.0117
H -0.0016 0.0009 0.0000
H 0.0002 0.0010 -0.0007
H -0.0012 -0.0029 0.0015
H 0.0009 0.0006 0.0001
H 0.0000 -0.0002 0.0005
H -0.0001 -0.0002 -0.0002
H -0.0001 -0.0003 0.0001

Charge   0
Structure (SMILES)   CC#CC[C@H](NC(=O)c1ncn2ccccc12)C(=O)N[C@H](CO)CCC
E   -32195.407 eV
Energy above the lowest of the compared OMol25 structures with the same formula, charge and spin   270.9 kJ/mol
HOMO level   -8.19 eV

Entry 2:
This record from OMol25 describes a 6-piece molecular cluster, C27H44BCl15N5O2 overall in a non-equilibrium geometry. The level of theory is ωB97M-V/def2-TZVPD.

Last column: Löwdin charge in e.
CARTESIAN COORDINATES (ANGSTROEM)
C 2.2656 -2.1726 3.6134  -0.116
C 3.3864 -2.6712 2.5773  -0.195
C 2.8747 -2.7697 1.0402  -0.292
C 4.0159 -3.5969 0.2407  -0.059
N 2.5343 -1.4531 0.4270  0.017
C 3.4343 -0.5851 -0.3850  -0.096
C 3.9287 0.7475 0.3740  -0.147
C 3.5206 2.1593 -0.1961  -0.019
C 4.0338 3.4663 0.5096  -0.049
C 4.9435 3.4558 1.7698  -0.059
C 5.3470 2.0699 2.3362  -0.051
C 4.8338 0.7628 1.6336  -0.028
C 1.2777 -0.9915 0.6064  -0.137
N 0.7573 0.2877 0.0425  0.139
C -0.7404 0.2504 0.1613  -0.218
C -1.6467 1.1258 -0.8229  -0.067
C -1.6360 2.7074 -0.4845  -0.371
C -2.9217 3.1922 0.3408  -0.064
O -0.4571 3.1052 0.2774  -0.091
C -1.0821 -1.2780 0.4551  -0.234
C -1.0528 -2.3775 -0.7184  -0.058
C -1.7035 -1.9248 -2.1060  -0.317
C -0.8057 -2.1545 -3.4505  -0.079
N -2.9069 -1.4123 -2.2708  0.133
B -2.4609 -1.5016 1.3449  -0.430
O -2.4121 -1.1859 2.7643  0.081
N -3.7157 -2.0454 0.7430  -0.154
C -4.1725 -3.2905 1.4328  -0.095
C -4.7981 -1.0187 0.6226  -0.112
N 0.1453 -1.5950 1.3055  0.126
H 2.5973 -2.5437 4.6567  0.088
H 1.2456 -2.6517 3.4208  0.068
H 2.2133 -1.0265 3.6887  0.086
H 3.6503 -3.7577 2.8815  0.123
H 4.3462 -2.0680 2.7038  0.097
H 1.9630 -3.4830 1.0757  0.151
H 3.5453 -3.8505 -0.7871  0.095
H 4.1793 -4.6017 0.7666  0.098
H 4.9724 -3.0037 0.0612  0.084
H 4.3728 -1.0959 -0.7794  0.133
H 2.8646 -0.2104 -1.3207  0.129
H 2.8627 2.2511 -1.1353  0.094
H 3.7621 4.4792 0.0705  0.086
H 5.3527 4.3831 2.3074  0.028
H 6.0479 1.9843 3.2479  0.095
H 5.2084 -0.2157 2.0973  0.075
H 0.8657 0.3229 -0.9889  0.133
H -0.9444 0.7650 1.1826  0.166
H -1.4321 0.9119 -1.9411  0.117
H -2.7376 0.7734 -0.6583  0.110
H -1.6501 3.2523 -1.4939  0.147
H -2.8302 4.3409 0.4500  0.036
H -2.9958 2.7742 1.4031  0.088
H -3.9164 3.0047 -0.1991  0.092
H -0.3117 4.0525 0.0526  0.092
H -1.6902 -3.2716 -0.3426  0.138
H -0.0225 -2.8163 -0.9542  0.110
H -1.3627 -2.8989 -4.1354  0.081
H -0.5604 -1.1801 -3.9890  0.035
H 0.1574 -2.7157 -3.1318  0.073
H -3.0090 -1.2569 -3.2984  -0.012
H -3.0193 -0.4303 2.9360  0.088
H -4.9836 -3.0889 2.2142  0.062
H -3.3071 -3.8616 1.9445  0.102
H -4.5950 -4.0292 0.6460  0.107
H -4.8299 -0.2779 1.4967  0.050
H -5.7889 -1.5895 0.5215  0.067
H -4.6351 -0.4919 -0.3955  0.081
H 0.0728 -2.6223 1.3231  0.121
C -2.2044 -0.2461 -6.5781  -1.501
Cl -0.9852 -1.5053 -6.8004  0.527
Cl -3.6129 -0.8982 -5.7302  0.564
Cl -1.5251 1.1277 -5.6913  0.524
H -2.5232 0.1030 -7.5585  0.022
C 7.2950 6.8995 3.7274  -1.531
Cl 7.0823 5.2263 4.2651  0.527
Cl 5.9547 7.3905 2.6808  0.519
Cl 7.4296 7.9861 5.1158  0.534
H 8.2179 6.9603 3.1537  0.018
C -0.3388 -4.8630 -9.5366  -1.538
Cl -0.3650 -6.4688 -8.7951  0.523
Cl -1.9040 -4.0614 -9.3389  0.505
Cl 0.9573 -3.8781 -8.8411  0.501
H -0.1460 -4.9803 -10.6014  0.018
C -7.5490 -1.3541 3.8513  -1.510
Cl -8.0465 -1.7235 2.1941  0.548
Cl -5.8350 -0.9081 3.9061  0.565
Cl -8.5486 -0.0608 4.5258  0.540
H -7.6892 -2.2471 4.4576  0.021
C -1.2232 6.6760 2.3938  -1.547
Cl -2.5474 6.9557 1.2532  0.533
Cl 0.3364 7.0251 1.6328  0.514
Cl -1.4384 7.6565 3.8496  0.537
H -1.2358 5.6264 2.6825  0.012

Atomic forces in eV per Å
C 0.8151 -0.1807 0.7414
C -0.7707 -0.5350 0.3423
C 1.9508 -2.0370 1.5259
C -1.5390 0.2126 -1.0886
N -2.3405 0.5431 0.3805
C 1.2070 2.2306 -0.5649
C 0.9234 3.7969 1.5492
C 2.2967 -0.1353 3.1246
C 0.9543 -2.7602 1.0807
C -0.9963 -3.9992 -1.3852
C -2.1793 0.1704 -3.1554
C -0.4131 2.4299 -0.8541
C -2.7286 0.7903 -0.6331
N 0.1693 -2.9611 -0.7620
C -1.6037 0.7504 2.5400
C -0.0712 -0.3026 -0.1315
C -0.8648 0.0487 -0.1148
C -0.0877 0.7649 -0.2134
O -0.6403 0.3270 -1.2000
C 0.2782 -0.0366 -0.2503
C -1.3083 -0.2243 -0.9517
C -1.0208 0.5528 -1.7627
C 0.1805 -1.2931 1.3939
N 3.0632 -1.2131 0.3149
B -0.8677 0.2452 1.3033
O 0.0526 0.7118 -2.3731
N 0.6583 0.3861 1.1380
C -0.2753 -1.0924 0.0099
C -0.2202 -0.1433 -1.4175
N 1.4008 0.3195 -2.2448
H -0.5440 0.6691 -1.6072
H 1.4471 0.8682 0.1752
H -0.1908 -1.7583 -0.3431
H -0.4017 1.7313 -0.6621
H -1.3456 -0.7148 -0.4183
H 1.2258 1.5446 -0.3150
H 1.0233 0.3690 1.4494
H -0.0425 1.7227 -0.6481
H -1.2350 -0.9713 0.5397
H -1.5739 0.1295 0.8281
H 0.8931 -0.7934 1.5373
H 1.1521 -0.1619 1.7105
H 0.2935 -1.6177 0.5895
H -0.9332 -1.4500 -1.2162
H -1.3566 0.1080 -1.7042
H -0.7167 1.5558 -0.8918
H 0.9964 0.0605 0.7702
H 0.3344 -0.9297 -1.4228
H -0.1701 0.4664 1.8309
H 1.8543 0.3789 -0.3043
H 0.0280 -0.7114 1.3947
H -0.1690 -1.8616 -0.1422
H 0.3268 0.3066 -1.5166
H 1.5034 0.0815 0.6554
H -0.0295 -0.9546 0.3728
H 0.9515 1.3828 -0.6556
H -1.1919 0.9570 0.4361
H 0.7728 1.4634 0.9690
H -0.4087 -1.3694 0.7958
H -1.3267 1.1255 -0.7501
H -0.0574 -0.0513 0.9656
H 0.2787 -1.0138 0.1346
H 1.1815 -0.3050 -0.9468
H -1.2277 1.0401 -0.6997
H 0.5500 1.2328 1.2221
H -0.1790 -0.9680 -1.2775
H 1.4011 1.0759 0.3609
H -0.3104 -0.5539 1.7394
H 1.3094 0.5659 0.6287
C 0.1052 -0.1020 -0.0125
Cl -0.0881 0.1552 -0.2173
Cl -0.0341 0.0685 -0.1666
Cl -0.0524 -0.0213 -0.0389
H 0.0499 -0.0595 0.2158
C 0.0297 0.1692 0.0902
Cl 0.0772 0.0663 -0.0037
Cl 0.1092 -0.0607 0.0260
Cl 0.0140 -0.1463 -0.1913
H -0.2027 -0.0336 0.1130
C -0.0638 -0.0709 0.0307
Cl 0.0143 0.1515 -0.1069
Cl 0.1201 -0.0848 -0.0787
Cl -0.0517 -0.0462 -0.0777
H -0.0298 0.0377 0.2291
C -0.2205 0.1168 0.0198
Cl -0.0107 -0.0320 0.1814
Cl -0.1260 -0.1083 0.2620
Cl 0.1377 -0.1886 -0.0602
H 0.0734 0.1844 -0.1287
C -0.0318 0.0612 0.1573
Cl 0.0937 0.0009 0.0694
Cl -0.0878 -0.1142 0.0105
Cl 0.0277 -0.1616 -0.1743
H 0.0119 0.2028 -0.0744

Charge   +1
E   -228757.907 eV
HOMO level   -10.73 eV